This record from OMol25 describes 2 unconnected molecules or ions with the total composition CH2F2S in a non-equilibrium geometry. The level of theory is the ωB97M-V functional and the def2-TZVPD basis.

Structure (XYZ):
```
6
Properties=species:S:1:pos:R:3:nbo_charge:R:1
C -0.968 -0.340 -0.349 0.1926
F -1.104 -0.889 0.851 -0.2840
F 1.999 1.557 0.912 -0.4979
S 1.933 0.082 0.329 0.2071
H -1.295 0.646 -0.592 0.1873
H -0.564 -1.056 -1.151 0.1949
```

Computed properties:
* energy relative to the best compared isomer or geometry (same formula, charge and spin): 74.8 kcal per mole
* gap between HOMO and LUMO (spin up / spin down): 0.2371 / 0.2370 Eh